{
  "formula": "C4H8O2",
  "method": "the ωB97M-V functional and the def2-TZVPD basis",
  "mol_weight_da": 88.11,
  "spin_multiplicity": 1,
  "orbital_gap_ha": 0.3641,
  "de_lowest_ev": 2.328,
  "charge": 0,
  "elements": ["C", "C", "O", "C", "C", "O", "H", "H", "H", "H", "H", "H", "H", "H"],
  "coordinates": [[1.927, 0.323, -0.710], [0.784, -0.378, 0.083], [0.751, 0.345, 1.055], [-0.577, -1.003, -0.397], [-1.676, 0.020, -0.017], [-1.421, 1.285, -0.589], [2.909, 0.033, -0.322], [1.740, 0.082, -1.733], [1.862, 1.435, -0.606], [-0.556, -1.114, -1.484], [-0.852, -1.987, 0.012], [-1.756, 0.097, 1.076], [-2.652, -0.303, -0.397], [-0.678, 1.650, -0.089]],
  "atomic_forces_ev_per_a": [[-0.1, -1.1, -1.2], [0.0, 3.9, -0.2], [-1.5, -1.2, 3.0], [0.4, 0.0, -0.2], [0.0, -0.4, 0.1], [0.2, 0.1, 0.1], [-0.2, -0.2, -0.4], [0.8, -0.1, -1.2], [-0.3, -1.1, 0.1], [0.1, 0.0, 0.1], [0.5, 0.3, 0.1], [0.1, -0.1, -0.2], [0.3, -0.1, 0.0], [-0.2, 0.1, -0.1]]
}